(1)
ORCA calculation (ωB97M-V/def2-TZVPD) on a cluster of 5 separate species, C18H42Cl6N2 in total.

Computed properties:
- LUMO energy: 0.019 Ha
- Gap between HOMO and LUMO: 0.3172 Ha
- Structure (SMILES): CCN(CC)CC.CCN(CC)CC.ClCCCl.ClCCCl.ClCCCl
- Energy relative to the best compared isomer or geometry (same formula, charge and spin): 46.1 kcal per mole
- Electronic energy: -3581.25400 Eh

Geometry as XYZ:
```
68
Properties=species:S:1:pos:R:3:forces:R:3
C 3.14596 -1.45597 3.21508 0.00 -0.02 -4.22
C 2.95500 -0.69195 1.82345 -0.09 1.67 -0.44
N 4.06916 0.22733 1.49039 0.08 0.41 -1.12
C 5.33056 -0.52218 1.27450 0.45 8.70 6.51
C 5.33014 -1.62210 0.55066 3.78 -7.76 -7.18
C 3.77802 1.11461 0.33951 1.65 -2.41 -2.65
C 2.59588 2.01880 0.52809 0.27 2.51 1.98
H 2.15617 -1.75422 3.31338 -1.78 -1.13 0.88
H 3.48761 -1.02779 4.11986 0.70 0.97 0.32
H 3.70181 -2.28208 2.81589 0.63 -0.92 1.02
H 2.06578 -0.01904 1.93408 0.60 -0.76 -0.23
H 2.75451 -1.38485 0.86833 0.17 0.88 2.35
H 5.59476 -0.76474 2.25391 0.12 -0.82 2.24
H 6.20379 0.30656 1.25551 -1.78 -1.81 -1.37
H 4.67110 -2.43623 0.39607 -2.23 0.13 0.65
H 6.17330 -2.34088 0.68417 0.28 0.70 1.28
H 5.68956 -1.47188 -0.45211 -0.58 0.66 -1.38
H 3.58813 0.51550 -0.63945 -0.75 -0.02 1.32
H 4.79485 1.44713 -0.19461 -1.86 0.68 2.24
H 2.54322 2.68916 -0.31130 -0.22 0.19 -0.64
H 2.74976 2.80321 1.43509 -0.45 -2.11 -1.69
H 1.60350 1.51166 0.61626 0.98 0.30 0.08
C 0.11712 2.91875 -2.56195 1.36 -0.98 -0.52
C -0.63784 3.48499 -1.35722 0.69 -0.51 1.48
N -1.83115 2.67740 -0.79870 0.64 2.63 -4.23
C -1.85946 2.57438 0.55537 -2.37 0.52 -1.27
C -1.63477 3.57881 1.48976 0.30 7.54 4.18
C -3.08932 3.21701 -1.24602 -1.69 2.52 0.65
C -3.55458 2.71816 -2.56630 -0.47 4.45 -1.71
H -0.49959 2.53421 -3.35711 -1.18 0.15 -0.08
H 0.77205 2.00940 -2.47296 0.01 1.12 0.67
H 0.63935 3.76532 -3.08611 0.03 -0.82 0.81
H -1.10587 4.26181 -1.86632 -0.88 2.10 -0.25
H 0.09704 4.00851 -0.52022 -1.96 -1.78 -1.97
H -1.13611 2.02486 0.70309 8.54 -5.39 1.46
H -2.41651 1.73084 0.76766 -3.26 -0.90 1.20
H -1.09208 4.63460 1.27651 -0.80 -2.50 -0.99
H -0.86506 3.28411 2.27316 -1.84 0.02 -0.18
H -2.59420 4.11959 1.80304 1.09 -1.17 0.75
H -3.22438 4.48994 -1.27904 0.77 -3.10 0.29
H -3.90766 2.90540 -0.49441 1.36 0.39 -0.92
H -4.53117 3.22057 -2.65564 -0.32 -0.97 -0.16
H -3.54773 1.70554 -2.65167 -0.31 -2.94 -0.19
H -3.07990 3.17459 -3.48216 0.33 -0.55 1.02
Cl -4.12227 -1.90022 2.78260 0.20 0.13 -0.32
C -5.55787 -1.23450 1.96582 -2.87 1.53 4.30
C -5.77918 -1.69171 0.61743 3.82 -3.40 0.23
Cl -4.69719 -0.96813 -0.53347 0.61 0.72 -0.93
H -5.57492 -0.10659 2.14064 0.22 -1.50 -0.50
H -6.47439 -1.64330 2.62709 1.95 0.90 -1.45
H -6.72202 -1.70249 0.26879 -3.33 0.58 -0.99
H -5.46608 -2.78506 0.66974 -0.52 1.08 -0.37
Cl 0.77488 -6.29606 -0.07339 -0.64 -1.59 1.44
C 1.13009 -5.01919 -1.17371 -0.76 0.32 -0.50
C 0.22698 -5.17024 -2.46451 -1.16 9.31 8.80
Cl -1.49072 -5.13194 -1.86427 -0.33 0.00 -0.11
H 2.12386 -5.23732 -1.34715 2.21 -0.24 -1.42
H 1.23702 -4.12813 -0.51689 -1.24 0.06 -1.27
H 0.25345 -5.94603 -2.92260 1.21 -9.50 -5.40
H 0.21333 -4.30703 -3.02816 0.69 1.64 -1.48
Cl 0.72125 -1.57845 -1.79782 0.77 -0.73 -0.47
C -0.52850 -0.71439 -0.87749 -2.60 -1.55 -2.70
C -1.18523 -1.67495 0.13046 -2.62 -0.54 2.34
Cl -0.02337 -2.49168 1.34700 -0.55 0.60 -1.10
H -1.28802 -0.46002 -1.82667 1.62 -0.11 3.24
H 0.05931 0.08567 -0.52622 -0.28 1.30 0.86
H -1.82211 -2.51428 -0.30375 1.50 0.98 -0.07
H -2.00905 -1.28280 0.91700 2.11 0.12 -2.10
```
Positions in Å, forces in eV/Å.

=====

(2)
ORCA calculation (ωB97M-V/def2-TZVPD) on a structure of composition C4H3HgO2.

Computed properties:
- LUMO energy (alpha / beta): -0.440 / -0.444 Ha
- 2S+1: 2
- Gap between HOMO and LUMO (alpha / beta): 0.1993 / 0.2563 Ha
- Total charge: +2
- Energy relative to the best compared isomer or geometry (same formula, charge and spin): 42.9 kcal per mole
- Electronic energy: -457.12114 Eh

Geometry as XYZ:
```
10
Properties=species:S:1:pos:R:3:forces:R:3
C -2.39880 -0.11943 -0.11981 -4.43 0.36 -0.02
C -1.17210 -0.15781 -0.17735 4.18 -0.96 -0.04
C 0.17686 -0.22604 -0.16670 -3.88 3.40 0.70
C 1.25718 0.47519 0.17183 -0.63 -1.48 -2.03
H 1.93833 -1.25324 -0.09986 2.24 2.01 1.19
H 1.44302 1.50820 -0.13284 -0.38 0.07 0.70
O -3.67205 -0.00732 -0.17503 3.34 -0.60 -0.54
H -4.09460 0.01366 0.69818 -0.40 0.20 0.63
O 2.39133 -0.33035 0.21548 -8.63 -5.03 1.36
Hg 4.13082 0.09714 -0.21389 8.59 2.03 -1.95
```
Positions in Å, forces in eV/Å.

=====

(3)
ORCA calculation (ωB97M-V/def2-TZVPD) on a cluster of 7 separate species, CH14O5S in total.

Computed properties:
- LUMO energy: -0.218 Ha
- Gap between HOMO and LUMO: 0.1458 Ha
- Energy relative to the best compared isomer or geometry (same formula, charge and spin): 185.4 kcal per mole
- Electronic energy: -820.58786 Eh

Geometry as XYZ:
```
21
Properties=species:S:1:pos:R:3:forces:R:3
C -0.66285 -1.98072 0.65529 -1.78 -1.46 0.35
S -1.71455 -0.75411 0.00441 0.92 -0.36 -0.04
H 0.37002 -1.58317 0.78202 0.91 0.13 -0.08
H -1.01009 -2.36603 1.62688 0.27 0.85 0.17
H -0.69769 -2.89477 0.04718 0.74 0.54 -0.58
H 0.38853 -2.18824 -4.76749 -0.02 0.02 0.06
H 2.22346 0.32157 0.10563 0.46 0.07 -0.77
H 3.12211 -0.63372 1.55349 0.24 -0.30 0.20
O 2.26072 -0.54852 1.14212 -0.64 -0.49 -0.05
H -2.74320 2.46789 0.38957 0.12 -0.10 0.04
H -2.86635 1.03129 0.95880 -0.01 0.27 0.07
O -2.99781 1.96067 1.16962 -0.21 0.12 0.04
H 0.24186 -1.92791 -4.08706 0.02 -0.01 -0.05
H 2.88421 1.04864 -1.28440 0.05 -0.30 0.32
O 2.14797 1.03113 -0.66346 -0.59 0.37 -0.01
H -0.31802 1.84733 -0.32826 0.61 0.66 -0.16
H -1.14409 1.59012 -1.52176 0.00 0.16 -0.62
O -0.54452 2.26415 -1.18177 -0.59 -0.72 0.78
H 1.11860 0.37734 1.87734 0.16 0.32 0.05
H -0.28761 0.14707 1.52719 -0.86 -0.27 0.13
O 0.22927 0.78998 1.99468 0.22 0.50 0.15
```
Positions in Å, forces in eV/Å.

=====

(4)
ORCA calculation (ωB97M-V/def2-TZVPD) on a structure of composition C36H49N4O2SSeTi.

Computed properties:
- LUMO energy (alpha / beta): 0.089 / 0.089 Ha
- 2S+1: 3
- Gap between HOMO and LUMO (alpha / beta): 0.1890 / 0.2641 Ha
- Total charge: -1
- Electronic energy: -5419.98225 Eh

Geometry as XYZ:
```
94
Properties=species:S:1:pos:R:3:forces:R:3
Ti 0.18447 0.21323 -0.11870 0.15 0.83 -1.00
C -0.98594 2.83960 6.83750 0.07 0.05 -0.05
C 0.25537 3.38283 6.11272 0.00 0.01 0.07
C 1.51794 2.76542 6.73580 -0.06 0.05 -0.02
C 0.30754 4.89645 6.33340 -0.01 -0.11 -0.03
C 0.20579 3.01365 4.63147 0.02 0.04 0.05
C 0.09305 1.68274 4.25505 -0.01 -0.07 -0.10
C 0.11510 1.31877 2.92085 -0.34 -0.10 -0.14
Se -0.37597 -0.50325 2.43608 -0.13 0.37 0.32
C -2.24989 -0.18928 2.11058 0.11 0.06 -0.09
C -3.17955 -0.42236 3.10106 0.22 -0.02 -0.02
C -4.52893 -0.19270 2.87009 -0.19 0.03 -0.04
C -4.86937 0.30984 1.62014 0.05 -0.05 0.15
C -3.96366 0.57505 0.59403 0.32 0.09 -0.19
C -2.59206 0.28044 0.81418 -0.43 -0.12 0.42
O -1.64565 0.40929 -0.08008 -2.53 0.15 0.17
C -4.56097 1.18297 -0.69043 -0.06 0.02 -0.04
C -5.33699 2.45593 -0.31039 -0.04 -0.04 0.04
C -5.52166 0.16010 -1.31809 0.01 0.02 0.04
C -3.55490 1.58704 -1.76988 0.05 -0.04 0.13
C -5.55056 -0.48136 3.96780 -0.05 -0.01 0.06
C -5.23858 0.37686 5.20333 -0.03 -0.03 -0.05
C -5.48058 -1.96576 4.35780 -0.02 0.05 -0.01
C -6.98227 -0.17594 3.52235 0.09 -0.02 0.03
C 0.29430 2.26389 1.88122 0.12 0.01 0.53
O 0.44467 1.87725 0.63920 0.62 3.18 1.39
C 0.28182 3.63491 2.25635 0.03 -0.12 -0.25
C 0.25513 3.95867 3.60618 0.04 0.00 0.12
C 0.18757 4.71372 1.17100 -0.02 0.02 -0.06
C -1.10556 4.46271 0.37157 0.10 -0.05 0.00
C 1.39677 4.68559 0.22223 -0.04 -0.04 0.07
C 0.10860 6.11866 1.77393 -0.01 -0.07 0.00
H -0.96777 3.13350 7.89088 -0.01 -0.03 0.01
H -1.02954 1.75143 6.78813 -0.03 -0.01 0.01
H -1.89482 3.23523 6.38034 -0.01 -0.01 0.02
H 1.60047 3.03154 7.79397 -0.02 -0.01 0.00
H 2.40725 3.12847 6.21686 0.02 -0.02 0.02
H 1.49983 1.67795 6.65411 0.03 -0.01 0.00
H 0.34966 5.10553 7.40464 0.00 0.01 0.00
H -0.58046 5.38550 5.92768 0.03 0.04 -0.01
H 1.19406 5.33141 5.86799 -0.03 0.05 0.00
H -0.03250 0.89755 4.99188 0.00 0.03 0.05
H -2.82409 -0.78265 4.05988 -0.04 -0.01 0.02
H -5.91059 0.52364 1.41895 0.02 -0.05 0.03
H -6.15518 2.25055 0.38292 0.01 0.06 -0.03
H -5.76069 2.91893 -1.20539 0.00 -0.01 -0.01
H -4.66236 3.17273 0.16242 -0.02 0.03 -0.01
H -6.32410 -0.11836 -0.63132 0.00 -0.01 -0.03
H -4.97286 -0.74418 -1.58770 -0.02 -0.01 -0.02
H -5.97305 0.57313 -2.22454 0.00 0.00 0.00
H -2.81791 2.29264 -1.39266 0.08 0.00 0.01
H -4.09373 2.06305 -2.59581 -0.04 -0.01 0.04
H -3.02834 0.72719 -2.16540 0.16 -0.07 -0.05
H -4.23279 0.17801 5.57494 0.00 0.03 0.02
H -5.94904 0.16395 6.00758 0.01 0.00 0.00
H -5.30433 1.43801 4.95534 0.03 0.00 0.01
H -4.48530 -2.23191 4.71510 0.00 -0.03 -0.01
H -5.71266 -2.59642 3.49738 0.02 -0.01 0.00
H -6.19878 -2.18767 5.15269 0.01 0.00 0.00
H -7.10110 0.87929 3.26892 -0.03 -0.01 -0.03
H -7.67463 -0.40831 4.33489 0.00 0.00 0.00
H -7.26130 -0.77983 2.65668 -0.03 0.03 -0.01
H 0.26788 5.00544 3.87604 0.01 -0.07 -0.01
H -1.05578 3.49699 -0.12985 -0.04 -0.01 -0.01
H -1.25126 5.23900 -0.38514 0.02 0.02 0.02
H -1.96822 4.46093 1.04299 -0.01 0.03 -0.02
H 1.45028 3.74224 -0.31208 0.02 -0.08 -0.01
H 2.32517 4.82677 0.78263 0.00 0.01 -0.01
H 1.31158 5.49373 -0.51018 0.00 0.01 0.02
H -0.76649 6.22683 2.41886 0.02 0.05 0.01
H 0.02584 6.85018 0.96783 -0.01 0.00 -0.01
H 1.00606 6.35442 2.35181 -0.03 0.04 0.01
C 1.03840 -3.84204 -1.07307 0.04 0.12 0.11
C 1.01531 -2.44831 -0.52215 -0.14 -0.13 -0.28
N 0.17650 -1.52314 -0.95612 0.63 -2.18 -1.24
N -0.57903 -1.69121 -2.09847 -0.32 -0.52 -0.37
C -0.63669 -0.60231 -2.80186 0.41 -0.06 0.00
N -1.46165 -0.58921 -3.90912 -0.05 -0.06 -0.02
S 0.28777 0.85704 -2.49103 -0.17 -0.04 -0.26
C 1.95988 -1.93028 0.41298 -0.20 -0.05 -0.40
C 2.82963 -2.70303 1.20005 0.32 0.09 0.26
C 3.71371 -2.08474 2.05084 -0.25 -0.39 -0.24
C 3.72207 -0.67615 2.11446 0.04 0.38 -0.02
C 2.84270 0.03222 1.33394 0.23 -0.10 0.01
N 1.96511 -0.53786 0.48564 1.41 -1.03 0.90
H 0.71455 -3.80607 -2.11225 -0.02 -0.05 0.01
H 0.34725 -4.49131 -0.52850 0.00 -0.03 -0.03
H 2.03859 -4.27157 -1.01877 -0.01 -0.03 0.01
H -1.71703 -1.49587 -4.26923 0.02 -0.01 0.03
H -1.22022 0.10765 -4.59203 -0.01 -0.02 -0.04
H 2.77574 -3.78236 1.14098 0.02 -0.01 -0.01
H 4.38533 -2.67261 2.66323 0.00 0.01 0.02
H 4.40127 -0.14676 2.76862 -0.01 0.01 -0.01
H 2.82568 1.11521 1.36489 -0.08 0.01 0.03
```
Positions in Å, forces in eV/Å.